Density functional theory data (ωB97M-V with the def2-TZVPD basis set) for the ion C6H11N4O2 with charge -1 in a non-equilibrium geometry.

Summary:
Orbital gap, eV: 7.156
Net charge: -1
Structure (SMILES): [H]/N=[N+](\C)[N-]/N=C(\CC)CC(=O)[O-]
Energy above the lowest of the compared OMol25 structures with the same formula, charge and spin, kJ/mol: 0.0
Calculated total energy, hartree: -604.6242

Each line ends with the natural charge from an NBO analysis.
Cartesian coordinates (Å):
H  -1.657  2.134  -1.843  0.289
N  -1.093  1.328  -1.325  -0.582
N  -1.779  1.250  -0.215  0.088
C  -3.201  1.820  -0.190  -0.445
N  -1.394  0.786  0.935  -0.129
N  -0.053  0.711  1.121  -0.324
C  0.801  -0.045  0.518  0.355
C  0.547  -1.191  -0.435  -0.537
C  0.022  -2.407  0.228  -0.587
C  2.115  -0.079  0.989  -0.624
C  3.358  0.158  -0.180  0.823
O  4.238  0.959  0.097  -0.742
O  3.184  -0.494  -1.220  -0.779
H  -3.789  1.657  0.770  0.231
H  -3.225  2.800  -0.617  0.204
H  -3.826  1.195  -0.869  0.201
H  -0.131  -0.886  -1.269  0.228
H  1.455  -1.325  -0.961  0.291
H  0.752  -2.864  1.014  0.188
H  -0.236  -3.174  -0.585  0.203
H  -0.778  -2.142  0.870  0.199
H  2.293  -0.995  1.530  0.220
H  2.396  0.804  1.636  0.230

***

Density functional theory data (ωB97M-V with the def2-TZVPD basis set) for the molecule C22H27N3O3.

Summary:
Orbital gap, eV: 8.707
Net charge: 0
Structure (SMILES): Cc1ccc(NC(=O)OCCN2CCN(Cc3ccccc3)CCC2=O)cc1
Energy above the lowest of the compared OMol25 structures with the same formula, charge and spin, kJ/mol: 183.1
Calculated total energy, hartree: -1244.5655

Each line ends with the natural charge from an NBO analysis.
Cartesian coordinates (Å):
C  7.317  -4.885  0.523  -0.623
C  6.148  -4.012  0.868  -0.045
C  4.968  -4.554  1.361  -0.195
C  3.895  -3.754  1.707  -0.252
C  3.986  -2.374  1.563  0.220
N  2.950  -1.505  1.917  -0.623
C  1.709  -1.806  2.366  0.903
O  1.229  -2.895  2.547  -0.641
O  1.059  -0.639  2.648  -0.528
C  -0.322  -0.768  2.943  -0.084
C  -1.143  -0.765  1.648  -0.246
N  -0.992  0.480  0.926  -0.455
C  -1.753  1.623  1.376  -0.224
C  -2.765  2.119  0.335  -0.232
N  -2.141  3.003  -0.626  -0.442
C  -3.102  3.836  -1.343  -0.244
C  -4.086  3.070  -2.195  0.040
C  -3.777  2.734  -3.508  -0.241
C  -4.655  1.983  -4.270  -0.204
C  -5.856  1.558  -3.730  -0.218
C  -6.178  1.895  -2.427  -0.195
C  -5.299  2.645  -1.666  -0.247
C  -1.209  2.315  -1.499  -0.219
C  0.064  1.891  -0.757  -0.502
C  -0.063  0.552  -0.058  0.692
O  0.617  -0.404  -0.381  -0.636
C  5.163  -1.821  1.066  -0.262
C  6.227  -2.632  0.724  -0.188
H  6.990  -5.895  0.288  0.214
H  8.005  -4.940  1.367  0.217
H  7.863  -4.483  -0.328  0.214
H  4.884  -5.624  1.478  0.208
H  2.986  -4.191  2.084  0.248
H  3.118  -0.522  1.755  0.411
H  -0.495  -1.703  3.486  0.214
H  -0.571  0.088  3.575  0.184
H  -2.197  -0.938  1.875  0.200
H  -0.771  -1.566  1.003  0.254
H  -2.294  1.321  2.274  0.211
H  -1.091  2.453  1.640  0.208
H  -3.534  2.690  0.859  0.201
H  -3.244  1.246  -0.142  0.181
H  -3.640  4.422  -0.592  0.201
H  -2.528  4.528  -1.965  0.203
H  -2.846  3.070  -3.941  0.209
H  -4.400  1.731  -5.289  0.214
H  -6.542  0.972  -4.324  0.214
H  -7.118  1.574  -2.001  0.212
H  -5.563  2.912  -0.653  0.207
H  -0.921  3.018  -2.284  0.204
H  -1.662  1.432  -1.982  0.181
H  0.874  1.780  -1.480  0.240
H  0.338  2.670  -0.044  0.224
H  5.240  -0.749  0.945  0.204
H  7.133  -2.186  0.339  0.207

***

Density functional theory data (ωB97M-V with the def2-TZVPD basis set) for a cluster of 2 separate species, C6H14S3 in total in a non-equilibrium geometry.

Summary:
Orbital gap, eV: 7.021
Net charge: 0
Energy above the lowest of the compared OMol25 structures with the same formula, charge and spin, kJ/mol: 638.4
Calculated total energy, hartree: -1431.3339

Each line ends with the natural charge from an NBO analysis.
Cartesian coordinates (Å):
C  2.038  0.866  2.486  -0.458
C  -0.187  -0.342  2.928  -0.565
C  -1.459  -0.582  -3.406  -0.622
C  -0.984  -1.437  -1.227  -0.609
C  1.118  1.384  1.476  -0.488
C  -0.980  -0.121  -2.059  -0.264
S  0.640  -1.812  3.095  -0.065
S  0.738  0.646  -1.869  -0.112
S  0.433  1.559  3.158  0.552
H  2.970  1.509  2.761  0.243
H  2.156  -0.169  2.640  0.263
H  -1.274  -0.341  2.936  0.163
H  -1.436  0.244  -4.117  0.218
H  -0.933  -1.475  -3.784  0.216
H  -2.549  -0.789  -3.248  0.218
H  -0.749  -2.235  -1.885  0.208
H  -2.099  -1.567  -0.818  0.206
H  -0.425  -1.470  -0.352  0.218
H  1.273  2.287  0.881  0.255
H  0.479  0.666  1.016  0.245
H  -1.440  0.721  -1.666  0.211
H  1.552  -0.380  -1.858  0.118
H  1.116  2.837  2.914  -0.151

***

Density functional theory data (ωB97M-V with the def2-TZVPD basis set) for the ion CH4N3O2 with charge -1 in a non-equilibrium geometry.

Summary:
Orbital gap, eV: 7.269
Net charge: -1
Structure (SMILES): CNN=[N+]([O-])[O-]
Energy above the lowest of the compared OMol25 structures with the same formula, charge and spin, kJ/mol: 403.0
Calculated total energy, hartree: -355.0993

Each line ends with the natural charge from an NBO analysis.
Cartesian coordinates (Å):
C  1.579  0.095  0.170  -0.505
N  0.179  0.165  -0.961  -0.453
N  -0.855  0.733  -0.361  -0.338
N  -1.750  -0.027  0.276  0.558
O  -1.468  -1.116  0.754  -0.563
O  -2.916  0.433  0.418  -0.564
H  2.115  -0.718  -0.167  0.171
H  1.978  1.072  -0.100  0.182
H  1.205  0.124  1.202  0.195
H  -0.067  -0.760  -1.231  0.318

***

Density functional theory data (ωB97M-V with the def2-TZVPD basis set) for a cluster of 12 separate species, C24H72O24 in total in a non-equilibrium geometry.

Summary:
Orbital gap, eV: 9.815
Net charge: 0
Structure (SMILES): OCCO.OCCO.OCCO.OCCO.OCCO.OCCO.OCCO.OCCO.OCCO.OCCO.OCCO.OCCO
Energy above the lowest of the compared OMol25 structures with the same formula, charge and spin, kJ/mol: 392.0
Calculated total energy, hartree: -2763.0809

Each line ends with the Löwdin charge.
Cartesian coordinates (Å):
O  0.934  0.542  1.650  -0.059
C  1.224  0.845  0.365  -0.254
C  -0.100  0.941  -0.411  -0.166
O  -0.649  -0.349  -0.741  -0.084
H  0.586  -0.350  1.725  0.050
H  1.791  1.756  0.181  0.112
H  1.921  0.058  0.075  0.121
H  0.142  1.401  -1.369  0.101
H  -0.835  1.598  0.053  0.109
H  -1.228  -0.279  -1.504  0.028
O  0.736  -3.946  -2.380  -0.054
C  -0.248  -3.104  -2.873  -0.239
C  -0.588  -3.373  -4.376  -0.209
O  -1.345  -4.555  -4.609  -0.069
H  0.387  -4.835  -2.274  0.095
H  -1.050  -3.162  -2.137  0.097
H  0.073  -2.063  -2.851  0.117
H  0.186  -3.183  -5.119  0.122
H  -1.241  -2.548  -4.662  0.100
H  -1.925  -4.397  -5.358  0.083
O  4.811  4.015  0.868  -0.093
C  5.173  3.868  -0.541  -0.156
C  3.973  3.276  -1.419  -0.225
O  2.737  3.971  -1.239  -0.089
H  4.216  4.758  0.988  0.091
H  5.430  4.851  -0.936  0.110
H  6.056  3.237  -0.645  0.116
H  3.784  2.222  -1.219  0.103
H  4.341  3.352  -2.442  0.106
H  2.110  3.653  -1.893  0.021
O  -1.560  5.012  4.755  -0.083
C  -0.507  4.467  3.944  -0.210
C  -0.871  3.029  3.497  -0.248
O  -1.790  2.918  2.425  -0.052
H  -2.360  4.926  4.231  0.077
H  -0.468  5.148  3.094  0.112
H  0.428  4.569  4.496  0.113
H  -1.234  2.469  4.359  0.098
H  0.100  2.579  3.290  0.102
H  -1.452  2.288  1.784  0.041
O  1.446  2.671  -3.157  -0.085
C  0.357  2.900  -4.030  -0.228
C  0.871  3.762  -5.100  -0.252
O  1.914  3.210  -5.899  -0.050
H  2.138  2.316  -3.719  0.099
H  -0.035  1.971  -4.443  0.123
H  -0.454  3.283  -3.410  0.135
H  1.286  4.625  -4.579  0.129
H  0.037  4.020  -5.753  0.126
H  2.290  3.856  -6.501  0.093
O  -1.136  -4.721  2.334  -0.058
C  0.262  -4.396  2.321  -0.218
C  0.723  -3.499  1.183  -0.173
O  0.206  -2.177  1.362  -0.087
H  -1.253  -5.330  3.068  0.097
H  0.533  -3.968  3.286  0.112
H  0.881  -5.287  2.210  0.120
H  0.308  -3.707  0.197  0.114
H  1.812  -3.484  1.167  0.110
H  0.239  -1.691  0.535  0.044
O  4.933  4.029  4.101  -0.063
C  4.546  2.678  4.415  -0.206
C  4.003  1.854  3.219  -0.250
O  4.998  1.513  2.317  -0.082
H  4.149  4.582  4.063  0.076
H  5.396  2.118  4.806  0.121
H  3.733  2.674  5.141  0.110
H  3.284  2.462  2.670  0.108
H  3.457  0.941  3.457  0.121
H  5.154  2.304  1.796  0.057
O  -5.329  -1.717  1.796  -0.045
C  -4.907  -0.390  1.947  -0.246
C  -3.990  0.076  0.811  -0.226
O  -4.506  -0.151  -0.483  -0.068
H  -5.063  -2.216  2.572  0.086
H  -5.799  0.236  1.984  0.115
H  -4.409  -0.237  2.904  0.106
H  -3.100  -0.523  1.003  0.111
H  -3.677  1.115  0.704  0.118
H  -3.882  -0.709  -0.951  0.033
O  -2.167  0.369  5.208  -0.059
C  -0.909  -0.070  4.683  -0.212
C  -0.918  -1.634  4.556  -0.207
O  -1.899  -2.222  3.690  -0.087
H  -2.701  0.273  4.417  0.062
H  -0.842  0.295  3.658  0.087
H  -0.020  0.292  5.200  0.127
H  -1.093  -2.098  5.527  0.112
H  -0.019  -2.097  4.149  0.093
H  -1.511  -2.960  3.215  0.018
O  -2.230  -0.033  -3.009  -0.082
C  -3.245  0.816  -3.392  -0.250
C  -3.490  0.586  -4.880  -0.180
O  -4.142  -0.720  -5.134  -0.084
H  -2.633  -0.886  -2.832  0.030
H  -4.195  0.715  -2.866  0.122
H  -2.882  1.836  -3.270  0.119
H  -2.529  0.600  -5.394  0.107
H  -4.055  1.389  -5.353  0.109
H  -4.632  -1.077  -4.390  0.014
O  -6.158  -1.958  -3.587  -0.061
C  -5.638  -3.166  -2.924  -0.183
C  -4.140  -3.294  -2.978  -0.190
O  -3.398  -2.304  -2.209  -0.081
H  -7.090  -1.842  -3.388  0.096
H  -5.876  -3.030  -1.869  0.123
H  -6.034  -4.152  -3.166  0.123
H  -3.894  -3.258  -4.039  0.113
H  -3.792  -4.306  -2.773  0.132
H  -2.833  -2.755  -1.578  0.091
O  6.158  -3.797  1.150  -0.067
C  4.828  -3.283  1.305  -0.229
C  4.969  -1.744  1.224  -0.234
O  5.397  -1.185  2.466  -0.087
H  6.608  -3.731  1.995  0.083
H  4.278  -3.603  0.420  0.107
H  4.221  -3.545  2.172  0.111
H  4.033  -1.262  0.942  0.097
H  5.732  -1.501  0.484  0.117
H  5.644  -0.257  2.444  0.041

***

Density functional theory data (ωB97M-V with the def2-TZVPD basis set) for the molecule C4H9NO.

Summary:
Orbital gap, eV: 10.852
Net charge: 0
Structure (SMILES): C[C@@H](O)[C@H]1CN1
Energy above the lowest of the compared OMol25 structures with the same formula, charge and spin, kJ/mol: 186.1
Calculated total energy, hartree: -287.7616

Each line ends with the natural charge from an NBO analysis.
Cartesian coordinates (Å):
C  -1.991  0.060  -0.294  -0.619
C  -0.638  0.554  0.199  0.087
O  -0.610  0.550  1.607  -0.730
C  0.506  -0.295  -0.376  -0.108
C  1.905  0.184  -0.353  -0.253
N  1.448  -0.803  0.620  -0.619
H  -2.789  0.650  0.164  0.222
H  -2.071  0.154  -1.384  0.203
H  -2.141  -0.990  -0.018  0.206
H  -0.498  1.590  -0.151  0.155
H  0.172  0.025  1.856  0.492
H  0.233  -0.969  -1.187  0.200
H  2.120  1.167  0.062  0.202
H  2.578  -0.137  -1.146  0.196
H  1.776  -1.738  0.401  0.366

***

What is the net charge in the sixth record? 0

***

Among the records above, which one has the lowest orbital gap? C6H14S3